{
  "formula": "C5H7NO",
  "method": "wB97M-V/def2-TZVPD",
  "elements": ["C", "C", "C", "C", "C", "H", "H", "H", "H", "H", "H", "H", "N", "O"],
  "coordinates": [[1.33770, 0.08415, -0.45646], [0.46272, -0.99690, 0.09148], [0.35705, 0.90473, 0.42088], [-1.02105, 0.77343, -0.25895], [-0.89694, -0.60303, -0.49179], [2.35271, 0.00922, -0.07995], [1.35480, 0.41032, -1.57554], [0.49091, -2.10704, 0.08945], [-0.66990, -0.44593, 1.73750], [0.62523, 1.87495, 0.96465], [-1.45204, 1.55984, -0.75588], [-1.33715, -1.05419, -1.37384], [0.28487, -0.25390, 1.30356], [-1.88894, -0.15563, 0.38490]],
  "nbo_charge": [-0.391, -0.101, -0.079, -0.001, 0.033, 0.231, 0.207, 0.207, 0.384, 0.204, 0.201, 0.192, -0.604, -0.483],
  "lumo_energy_ev": 1.1,
  "e_tot_ev": -8832.105,
  "homo_ev": -8.939,
  "de_lowest_kj_mol": 395.4,
  "charge": 0,
  "fmax_ev_per_a": 5.0
}